{
  "formula": "C2H3OYb",
  "method": "ωB97M-V/def2-TZVPD",
  "homo_ev": [-17.18, -17.18],
  "multiplicity": 2,
  "total_charge": 2,
  "s_squared": 0.7564,
  "homo_lumo_gap_ha": [0.24756, 0.14780],
  "mol_weight_g_mol": 216.09,
  "e_lumo_ev": [-10.44, -13.15],
  "species": ["Yb", "O", "C", "C", "H", "H", "H"],
  "coordinates": [[1.679, 1.967, 2.171], [2.423, 1.085, -0.194], [3.009, -0.842, -1.592], [2.718, 0.274, -0.996], [4.034, -1.212, -1.537], [0.903, 0.894, 3.826], [2.197, -1.443, -2.007]],
  "forces_ev_per_a": [[0.7, 0.1, -2.0], [-0.7, 2.1, 1.7], [-0.2, 0.5, 0.3], [0.4, -2.6, -0.2], [-0.2, 0.2, -0.3], [-0.4, -0.5, 0.8], [0.3, 0.2, -0.2]],
  "mulliken_charge": [1.766, -0.482, -0.644, 0.685, 0.284, 0.106, 0.284]
}